C3H8N2S | ωB97M-V with the def2-TZVPD basis set

Summary:
F_max = 2.19 eV/A
energy relative to the best compared isomer or geometry (same formula, charge and spin) = 1.381 eV
SMILES string = [H]/N=C/N(S)CC
lowest unoccupied orbital energy = 0.73 eV
HOMO = -8.99 eV
E_tot = -626.77253 hartree

Each line ends with the Löwdin charge.
Cartesian coordinates (Å):
C -1.13541 -1.13778 0.77342  -0.099
N 1.92249 -0.55877 -0.85024  0.074
H -1.34016 -1.67304 1.69126  0.062
H -0.43822 0.66736 1.74103  0.099
H -0.52080 2.92059 -0.04016  -0.141
N 0.03801 0.66771 -0.31967  -0.565
H 2.52542 -0.65771 -1.66316  0.038
H -2.07315 -0.70330 0.38212  0.065
C 1.02076 0.27735 -1.16316  -0.394
H 0.94073 0.66936 -2.21638  0.122
S -1.03707 1.87707 -0.69702  0.809
H -0.76584 -1.87520 0.04768  0.074
C -0.05681 -0.05721 1.00563  -0.239
H 0.92004 -0.41643 1.30866  0.095

C3H8N2S | ωB97M-V with the def2-TZVPD basis set

Summary:
F_max = 3.56 eV/A
energy relative to the best compared isomer or geometry (same formula, charge and spin) = 1.359 eV
SMILES string = [H]/N=C(\C)NSC
lowest unoccupied orbital energy = 0.92 eV
HOMO = -8.82 eV
E_tot = -626.77333 hartree

Each line ends with the Löwdin charge.
Cartesian coordinates (Å):
C 1.43548 1.19999 0.11596  -0.023
H -1.23358 -0.89825 1.08791  0.038
H -2.64446 0.22771 1.33166  0.029
N -0.16241 -0.21606 -1.20786  -0.369
C -2.16565 -0.50204 0.66531  -0.396
H 0.71604 1.46279 0.89543  0.069
H 2.44750 1.10156 0.53603  0.079
H 1.30318 1.91966 -0.65623  0.064
S -1.68933 0.36453 -0.83689  0.827
H 2.48065 -1.00953 0.25238  0.085
C 0.97519 -0.16055 -0.44559  -0.586
N 1.59966 -1.26515 -0.35407  0.105
H -0.13655 -0.96737 -1.82297  0.054
H -2.92573 -1.25729 0.43892  0.025

C3H8N2S | ωB97M-V with the def2-TZVPD basis set

Summary:
F_max = 3.36 eV/A
energy relative to the best compared isomer or geometry (same formula, charge and spin) = 4.852 eV
lowest unoccupied orbital energy (alpha / beta) = -0.07 / -0.07 eV
HOMO (alpha / beta) = -8.37 / -8.38 eV
E_tot = -626.64499 hartree

Each line ends with the Löwdin charge.
Cartesian coordinates (Å):
H -1.66087 -2.18374 1.25440  -0.062
H 0.13764 0.55263 -1.75927  0.114
H -1.14631 1.74054 0.17247  -0.077
C 1.20672 0.64036 0.10445  -0.127
N -0.91334 -1.61193 1.01135  -0.342
S -1.31940 -0.83709 -0.29554  0.985
H 0.97069 0.74767 1.07629  0.070
N -2.04720 1.32491 0.07941  -0.121
H 1.37805 -1.55798 0.18888  0.081
H 1.78141 1.29451 -0.48145  0.095
C 1.49649 -0.71214 -0.46237  -0.167
C 0.23074 -0.03357 -0.83835  -0.493
H -2.49534 1.37623 0.97739  -0.043
H 2.38073 -0.74040 -1.02768  0.087

C3H8N2S2 | ωB97M-V with the def2-TZVPD basis set

Summary:
F_max = 6.46 eV/A
energy relative to the best compared isomer or geometry (same formula, charge and spin) = 2.578 eV
SMILES string = NCCSC(N)=S
lowest unoccupied orbital energy = 0.19 eV
HOMO = -9.01 eV
E_tot = -1024.90621 hartree

Each line ends with the Löwdin charge.
Cartesian coordinates (Å):
C -0.42099 1.11585 1.51583  -1.267
H -0.20915 -1.40826 -2.59691  0.088
H -0.03110 1.59569 3.57846  0.173
C 0.18450 -0.97470 -1.69728  -0.320
H -1.37423 0.64664 -1.14368  0.061
N 0.16780 -2.00689 -0.56775  -0.018
N 0.56639 1.17630 2.65867  -0.077
H 0.77351 -1.83095 0.27964  0.074
S -1.93408 0.70480 1.59277  0.665
H 1.48854 1.44001 2.38421  0.010
H -0.09882 0.87458 -2.44035  0.038
H -0.67395 -1.87559 -0.10200  0.000
C -0.27918 0.53147 -1.48174  -0.352
S 0.65884 1.05291 0.12002  0.839
H 1.18192 -1.04186 -2.09990  0.086

C3H8N2S2 | ωB97M-V with the def2-TZVPD basis set

Summary:
F_max = 4.90 eV/A
energy relative to the best compared isomer or geometry (same formula, charge and spin) = 3.985 eV
SMILES string = CN(N)C(=S)CS
lowest unoccupied orbital energy = 0.17 eV
HOMO = -8.45 eV
E_tot = -1024.85451 hartree

Each line ends with the Löwdin charge.
Cartesian coordinates (Å):
S -0.81142 -2.54821 -0.16895  0.615
C -0.02879 -1.07944 -0.06295  -0.852
H 1.77690 -1.71989 1.21896  0.077
H -0.45939 1.46506 1.14298  0.086
H -2.69188 -0.06911 -1.51612  0.201
S 2.64975 -0.75589 -0.53146  0.656
C -0.30964 1.40528 0.03992  -0.083
H 1.42281 0.18617 1.24543  0.109
N -2.22093 0.09207 -0.39233  0.004
H -1.17924 2.16954 -0.35107  0.132
H 2.83054 0.79234 -0.76783  -0.021
N -0.75893 0.03293 -0.33489  -0.305
C 1.35906 -0.84038 0.61612  -0.670
H -2.30685 -0.74033 0.19175  -0.006
H 0.72802 1.60985 -0.32958  0.057

C3H8N2S3 | ωB97M-V with the def2-TZVPD basis set

Summary:
F_max = 3.33 eV/A
energy relative to the best compared isomer or geometry (same formula, charge and spin) = 3.177 eV
lowest unoccupied orbital energy = -0.15 eV
HOMO = -7.88 eV
E_tot = -1423.03202 hartree

Each line ends with the Löwdin charge.
Cartesian coordinates (Å):
H 0.86988 1.00351 -2.98297  -0.189
H -0.36893 -1.83331 0.63132  -0.063
C 2.23820 1.42253 -1.07742  -0.512
H 2.86065 2.17731 -0.55509  0.081
H -2.03253 -2.53521 0.64190  0.084
H 2.59295 0.11740 0.22156  0.117
N 0.95971 -0.46611 -0.40436  0.039
S -1.57276 -0.44677 2.14299  0.788
C -1.19702 -1.99444 1.21634  -0.378
S 1.51491 2.04849 -2.57419  0.762
C -2.30238 0.59763 0.95752  -1.114
H -0.96202 -2.62712 2.03626  0.003
H 0.30089 -0.23414 -1.13908  0.028
N 1.93268 0.33202 -0.43360  -0.229
S -3.02249 1.98659 1.33226  0.584
H -1.81173 0.45162 -0.01343  -0.001

C3H8N3 | ωB97M-V with the def2-TZVPD basis set

Summary:
F_max = 2.53 eV/A
energy relative to the best compared isomer or geometry (same formula, charge and spin) = 1.445 eV
SMILES string = [H]/N=C/CNC=[NH2+]
lowest unoccupied orbital energy = -3.31 eV
net charge = +1
HOMO = -14.15 eV
E_tot = -283.11067 hartree

Each line ends with the Löwdin charge.
Cartesian coordinates (Å):
H 0.93059 -2.28414 -1.59400  0.154
H 0.03380 1.40798 -0.82144  0.121
C -0.62333 -1.29108 -0.93801  -0.175
C -0.54384 1.05212 0.06828  -0.093
H 1.26773 -0.59049 -0.99050  0.150
N 0.63678 -1.40446 -1.16425  0.200
N -1.18870 -0.29049 -0.27392  0.049
H 0.21830 2.03437 2.01276  0.125
H -1.25206 -2.10929 -1.28030  0.167
H -2.24467 -0.37893 -0.29710  0.185
C 0.34991 1.08044 1.43634  -0.198
H -1.39444 1.83198 0.24463  0.144
H 1.76930 0.33580 2.46772  0.069
N 1.20175 0.19983 1.64491  0.103

C3H8N3 | ωB97M-V with the def2-TZVPD basis set

Summary:
F_max = 7.00 eV/A
energy relative to the best compared isomer or geometry (same formula, charge and spin) = 5.434 eV
lowest unoccupied orbital energy (alpha / beta) = -6.12 / -6.13 eV
net charge = +1
HOMO (alpha / beta) = -13.89 / -13.89 eV
E_tot = -282.96406 hartree

Each line ends with the Löwdin charge.
Cartesian coordinates (Å):
C 0.73402 1.91388 0.28103  0.339
N -1.33317 -1.21747 -0.80420  0.092
N 0.65508 -0.32063 0.05031  0.014
H -0.33688 0.24674 -1.80508  0.112
N -0.12845 -0.85579 1.13045  0.020
H 1.66513 -0.69286 0.18422  0.202
H 0.49598 -1.19788 -1.94499  0.136
H -0.07692 2.06145 0.84241  0.013
H -2.15400 -1.66392 0.95017  0.130
C -1.29572 -1.27090 0.45882  -0.176
H 0.54332 1.92195 -0.85067  0.098
H -0.31861 -0.33071 2.04194  0.181
H 1.65231 2.05691 0.68683  0.026
C -0.10207 -0.65078 -1.22125  -0.186

Please write out number 2 again, unchanged.
C3H8N2S | ωB97M-V with the def2-TZVPD basis set

Summary:
F_max = 3.56 eV/A
energy relative to the best compared isomer or geometry (same formula, charge and spin) = 1.359 eV
SMILES string = [H]/N=C(\C)NSC
lowest unoccupied orbital energy = 0.92 eV
HOMO = -8.82 eV
E_tot = -626.77333 hartree

Each line ends with the Löwdin charge.
Cartesian coordinates (Å):
C 1.43548 1.19999 0.11596  -0.023
H -1.23358 -0.89825 1.08791  0.038
H -2.64446 0.22771 1.33166  0.029
N -0.16241 -0.21606 -1.20786  -0.369
C -2.16565 -0.50204 0.66531  -0.396
H 0.71604 1.46279 0.89543  0.069
H 2.44750 1.10156 0.53603  0.079
H 1.30318 1.91966 -0.65623  0.064
S -1.68933 0.36453 -0.83689  0.827
H 2.48065 -1.00953 0.25238  0.085
C 0.97519 -0.16055 -0.44559  -0.586
N 1.59966 -1.26515 -0.35407  0.105
H -0.13655 -0.96737 -1.82297  0.054
H -2.92573 -1.25729 0.43892  0.025

Question: The lowest F_max belongs to which entry?
Answer: number 1

Question: Which of these has the highest energy relative to the best compared isomer or geometry (same formula, charge and spin)?
Answer: number 8